[1]
Formula: C5H14N2O2
Source: the OMol25 dataset
Level of theory: ωB97M-V/def2-TZVPD

```
23
Properties=species:S:1:pos:R:3:mulliken_charge:R:1
C -1.07751 2.41056 0.86562 -0.466
N -1.26863 0.14828 -0.61934 -0.444
O -1.88601 1.38864 0.75556 -0.279
H -1.76711 -0.67047 -0.29637 0.276
H -1.70169 0.57210 -1.43142 0.238
H -1.46584 3.35766 0.47034 0.331
H -0.55362 2.49393 1.82512 0.279
H 0.01199 1.99555 0.07283 0.335
C 0.96186 -0.14006 1.60666 -0.989
C 0.37357 -2.13462 0.39026 -1.043
C 0.60262 -0.54220 -2.14345 -1.549
N 0.84935 -0.76609 0.29615 0.074
C 0.31798 0.05950 -0.76393 0.851
O 0.73688 1.33997 -0.70842 -0.731
H 0.34692 -2.61094 -0.58678 0.297
H 1.57933 -0.77756 2.24123 0.382
H 1.46543 0.81793 1.50690 0.285
H -0.01208 -0.01075 2.09940 0.305
H 1.05833 -2.70623 1.01933 0.344
H -0.62769 -2.21611 0.84775 0.341
H 0.31392 0.18875 -2.89681 0.412
H 1.67395 -0.72271 -2.22547 0.378
H 0.06803 -1.47514 -2.32515 0.371
```

The frontier orbital gap (spin up / spin down) is 0.2865 / 0.2851 hartree. Its multiplicity is 1. The strongest force on any atom comes out at 2.88 eV Å⁻¹.


[2]
Formula: C2H6N4OS
Source: the OMol25 dataset
Level of theory: ωB97M-V/def2-TZVPD

```
14
Properties=species:S:1:pos:R:3:mulliken_charge:R:1
C 0.82856 0.17086 0.04436 0.554
C -2.50041 -0.17543 0.53495 -0.077
H 3.14362 1.16753 -0.58682 0.374
H 2.24616 -1.00110 -0.95576 0.274
H -0.17429 1.80361 -0.39310 0.222
H 0.00115 -1.67886 0.33691 0.231
H -1.60186 -0.48819 -1.25656 0.215
H -2.21751 -0.11876 1.64972 0.281
N 2.01865 -0.51910 0.01232 -0.414
N 0.73946 1.41849 -0.15869 -0.587
N -0.22922 -0.77146 0.25506 -0.119
N -1.46424 -0.67095 -0.31471 -0.239
O 3.13245 0.42051 0.66665 -0.422
S -3.92251 0.44287 0.16566 -0.293
```

The frontier orbital gap is 0.3160 hartree. Its multiplicity is 1. The strongest force on any atom comes out at 8.29 eV Å⁻¹.


[3]
Formula: C18H24BrCl2N6O3Pd
Source: the OMol25 dataset
Level of theory: ωB97M-V/def2-TZVPD

```
55
Properties=species:S:1:pos:R:3:mulliken_charge:R:1
Pd 1.51575 0.55820 -0.66444 0.657
O 4.16148 0.83982 5.17181 -0.520
C 3.43886 0.80737 4.04389 0.952
C 2.04863 0.72886 4.01816 -0.534
C 1.41345 0.70101 2.79592 -0.812
N 2.06632 0.74884 1.63401 0.105
C 3.38839 0.81606 1.69173 0.213
Br 4.24017 0.84181 -0.00324 -0.068
C 4.13762 0.85100 2.84172 -0.514
H 3.59451 0.81736 5.95178 0.311
H 1.47439 0.69660 4.93510 0.343
H 0.33350 0.64632 2.73305 0.310
H 5.21557 0.91448 2.82873 0.482
N 1.51737 1.09544 -2.96284 -0.518
N 1.24281 2.47047 -2.96109 -0.127
C 1.40929 3.20758 -1.77422 0.531
O 1.39184 4.41283 -1.84244 -0.658
O 1.52594 2.52394 -0.66032 -0.485
H 2.41785 0.87191 -3.37095 0.244
H 0.79456 0.60980 -3.47646 0.243
H 1.47898 2.99108 -3.79112 0.261
C -3.05477 2.16553 1.46856 -0.585
C -2.98982 2.46633 -0.02762 -1.113
N -2.93171 1.27546 -0.87776 0.230
C -4.17429 0.83095 -1.51977 -0.783
C -5.04776 -0.05138 -0.63453 -1.016
C -1.78191 0.57349 -0.96948 0.753
C -1.75743 -0.63861 -1.86227 -1.504
N -0.69157 0.88879 -0.34398 0.354
H -3.01474 3.09657 2.03557 0.364
H -2.22519 1.53255 1.78814 0.036
H -3.98203 1.65216 1.72295 0.288
H -2.13465 3.10514 -0.25895 0.493
H -3.87595 3.02370 -0.32395 0.395
H -3.93557 0.31723 -2.44703 0.406
H -4.72704 1.72659 -1.80046 0.382
H -4.49816 -0.92609 -0.28089 0.244
H -5.91809 -0.39699 -1.19468 0.402
H -5.40711 0.49705 0.23699 0.290
H -1.93849 -0.35775 -2.90139 0.399
H -2.51867 -1.36455 -1.57488 0.373
H -0.78006 -1.10304 -1.78291 -0.078
H -0.74081 1.73984 0.20303 0.071
Cl 3.58828 -2.60307 -2.37983 -0.110
C 2.51666 -3.44125 -1.34315 0.793
C 2.54507 -4.80297 -1.25354 -0.670
C 1.65191 -5.45934 -0.39821 -0.141
C 0.71640 -4.76218 0.37566 -0.679
C 0.66771 -3.39942 0.30761 0.993
Cl -0.46209 -2.50468 1.22978 -0.088
C 1.57449 -2.65387 -0.55704 -0.718
N 1.54592 -1.38352 -0.62209 -0.515
H 3.25657 -5.36318 -1.84432 0.452
H 1.68390 -6.53926 -0.33472 0.403
H 0.03372 -5.29098 1.02640 0.463
```

The frontier orbital gap (spin up / spin down) is 0.1885 / 0.1886 hartree. Its multiplicity is 1. The strongest force on any atom comes out at 1.06 eV Å⁻¹. Its charge is +1.